{
  "formula": "C21H20N4O5S2",
  "method": "ωB97M-V/def2-TZVPD",
  "orbital_gap_ev": 6.71,
  "smiles": "O=C1/C(=C\\c2c(NCCOCCO)nc3ccccn3c2=O)SC(=S)N1Cc1ccco1",
  "e_homo_ev": -7.6,
  "de_lowest_kj_mol": 40.8,
  "elements": ["O", "C", "C", "C", "C", "C", "N", "C", "C", "O", "C", "C", "O", "N", "C", "C", "C", "C", "C", "N", "C", "O", "S", "C", "S", "N", "C", "C", "C", "C", "C", "O", "H", "H", "H", "H", "H", "H", "H", "H", "H", "H", "H", "H", "H", "H", "H", "H", "H", "H", "H", "H"],
  "xyz": [[0.7279, 1.1822, -0.8606], [1.6542, 0.5920, -0.3080], [1.6695, -0.7665, 0.1887], [0.7837, -1.8082, 0.2569], [-0.5997, -2.0897, 0.1052], [-1.7187, -1.2098, 0.0014], [-1.5744, 0.0948, -0.1598], [-2.6541, 1.0409, -0.0862], [-2.8488, 1.5107, 1.3737], [-1.6444, 1.7191, 2.0650], [-0.8447, 2.7923, 1.5997], [0.4451, 2.7524, 2.4213], [1.1055, 1.5229, 2.2554], [-2.9867, -1.6553, 0.0933], [-3.2442, -2.9284, 0.2022], [-4.5920, -3.3736, 0.2762], [-4.8830, -4.6982, 0.3693], [-3.8325, -5.6430, 0.3970], [-2.5510, -5.2058, 0.3344], [-2.2536, -3.8824, 0.2409], [-0.8701, -3.5027, 0.2199], [-0.0406, -4.3896, 0.3018], [3.3014, -1.1229, 0.7912], [3.8700, 0.4829, 0.4439], [5.3650, 1.0461, 0.7815], [2.8781, 1.1989, -0.1486], [3.0894, 2.5657, -0.5978], [3.7455, 2.6016, -1.9382], [5.0592, 2.6303, -2.3048], [5.0725, 2.6151, -3.7203], [3.7686, 2.5751, -4.1051], [2.9581, 2.5650, -3.0364], [1.2891, -2.7279, 0.5525], [-0.6465, 0.4742, -0.3883], [-2.4056, 1.8844, -0.7320], [-3.5811, 0.5765, -0.4267], [-3.4687, 2.4188, 1.3834], [-3.3528, 0.7234, 1.9386], [-0.5995, 2.6670, 0.5387], [-1.3633, 3.7512, 1.7401], [0.2060, 2.9166, 3.4804], [1.1337, 3.5294, 2.0844], [0.4623, 0.8351, 2.4717], [-5.3526, -2.6115, 0.2502], [-5.9064, -5.0356, 0.4222], [-4.0422, -6.6967, 0.4683], [-1.6868, -5.8545, 0.3564], [2.1013, 3.0283, -0.6595], [3.7160, 3.0696, 0.1410], [5.9033, 2.6553, -1.6473], [5.9336, 2.6312, -4.3559], [3.3053, 2.5533, -5.0715]],
  "lowdin_charge": [0.048, -0.435, -0.386, -0.029, -0.047, -0.240, 0.099, -0.141, -0.188, -0.150, -0.190, -0.213, -0.054, 0.170, -0.245, 0.011, -0.049, -0.051, -0.017, 0.102, -0.356, 0.059, 1.041, -1.095, 0.674, -0.085, -0.076, -0.259, -0.034, -0.058, -0.120, 0.054, 0.102, 0.078, 0.123, 0.113, 0.124, 0.123, 0.107, 0.131, 0.124, 0.123, 0.096, 0.116, 0.111, 0.107, 0.133, 0.134, 0.113, 0.085, 0.099, 0.118]
}

---

{
  "formula": "C36H98N6O42S10",
  "method": "ωB97M-V/def2-TZVPD",
  "orbital_gap_ev": 9.80,
  "e_homo_ev": -10.4,
  "elements": ["C", "N", "O", "O", "H", "H", "H", "C", "N", "O", "O", "H", "H", "H", "C", "N", "O", "O", "H", "H", "H", "C", "N", "O", "O", "H", "H", "H", "C", "N", "O", "O", "H", "H", "H", "C", "N", "O", "O", "H", "H", "H", "O", "S", "O", "O", "C", "C", "C", "H", "H", "H", "H", "H", "H", "H", "H", "O", "S", "O", "O", "C", "C", "C", "H", "H", "H", "H", "H", "H", "H", "H", "O", "S", "O", "O", "C", "C", "C", "H", "H", "H", "H", "H", "H", "H", "H", "O", "S", "O", "O", "C", "C", "C", "H", "H", "H", "H", "H", "H", "H", "H", "O", "S", "O", "O", "C", "C", "C", "H", "H", "H", "H", "H", "H", "H", "H", "O", "S", "O", "O", "C", "C", "C", "H", "H", "H", "H", "H", "H", "H", "H", "O", "S", "O", "O", "C", "C", "C", "H", "H", "H", "H", "H", "H", "H", "H", "O", "S", "O", "O", "C", "C", "C", "H", "H", "H", "H", "H", "H", "H", "H", "O", "S", "O", "O", "C", "C", "C", "H", "H", "H", "H", "H", "H", "H", "H", "O", "S", "O", "O", "C", "C", "C", "H", "H", "H", "H", "H", "H", "H", "H"],
  "xyz": [[-9.9388, -7.1875, 10.1196], [-8.5216, -7.1386, 9.6336], [-8.2774, -7.2586, 8.4419], [-7.6748, -7.0475, 10.5409], [-9.8908, -6.2452, 10.6654], [-9.9785, -8.1160, 10.6892], [-10.6721, -7.2334, 9.3145], [-6.1433, -5.1616, 14.0137], [-4.6836, -5.2930, 14.1162], [-4.1033, -5.3426, 13.0183], [-4.1453, -5.0896, 15.1446], [-6.6201, -5.1678, 14.9939], [-6.3706, -6.0323, 13.3987], [-6.3057, -4.2404, 13.4541], [-4.0051, -1.0081, 9.3235], [-3.4136, -0.5965, 8.0087], [-2.3235, -0.9596, 7.6661], [-4.1353, 0.1148, 7.3431], [-3.3564, -1.8086, 9.6792], [-5.0415, -1.3291, 9.2188], [-3.7946, -0.1809, 10.0013], [0.6708, 0.4179, 9.1558], [0.8830, 0.3930, 7.6465], [1.1743, -0.6544, 7.0870], [0.7151, 1.4836, 7.1446], [0.7110, -0.6414, 9.4097], [-0.3508, 0.7922, 9.2211], [1.5700, 0.9858, 9.3949], [-2.9056, -2.0384, 13.9234], [-4.0361, -1.5368, 13.0716], [-4.7856, -2.4937, 12.6510], [-4.1231, -0.3837, 12.6911], [-3.2564, -2.8081, 14.6109], [-2.6327, -1.1430, 14.4819], [-2.0691, -2.2722, 13.2648], [2.4920, -3.7510, 8.6399], [2.9167, -3.8188, 10.0279], [3.4148, -4.8640, 10.4662], [2.7251, -2.7560, 10.6407], [1.7534, -2.9564, 8.5351], [2.0371, -4.7294, 8.4854], [3.3655, -3.5655, 8.0148], [-0.2599, -8.4248, 2.6579], [-1.4814, -8.1160, 1.9860], [-1.6184, -6.8542, 1.2456], [-1.8578, -9.3522, 0.9802], [-0.9690, -9.5618, -0.1081], [-1.4042, -10.8779, -0.8189], [-2.9291, -8.2163, 3.2538], [0.0178, -9.8176, 0.2777], [-0.9234, -8.7405, -0.8233], [-1.2949, -11.7566, -0.1833], [-0.8463, -10.9973, -1.7477], [-2.4006, -10.8352, -1.2589], [-3.7911, -8.3295, 2.5963], [-3.0200, -7.2418, 3.7337], [-2.6735, -8.9908, 3.9770], [-0.5548, -5.3176, 9.2645], [-1.0933, -4.0613, 9.7739], [-0.4013, -2.8196, 9.5570], [-2.6658, -3.9722, 9.2333], [-3.4992, -5.1412, 9.1794], [-4.9385, -4.7693, 9.0440], [-1.4381, -4.3075, 11.5759], [-3.4054, -5.7940, 10.0473], [-3.2364, -5.7602, 8.3215], [-5.1975, -4.1682, 8.1723], [-5.4420, -4.3753, 9.9268], [-5.5614, -5.6636, 9.0272], [-0.5685, -3.9476, 12.1258], [-1.7728, -5.3358, 11.7122], [-2.3151, -3.6839, 11.7490], [-7.3733, -0.2240, 8.2954], [-7.4096, -1.2506, 7.2609], [-6.2114, -2.0158, 6.8607], [-8.7076, -2.2344, 7.4716], [-8.9798, -3.2700, 6.5561], [-9.3342, -4.4354, 7.4300], [-7.9022, -0.4287, 5.6467], [-8.1070, -3.5682, 5.9753], [-9.7348, -2.9823, 5.8244], [-10.1117, -4.2022, 8.1576], [-8.4912, -4.8990, 7.9424], [-9.7851, -5.1720, 6.7651], [-7.1184, 0.2906, 5.4091], [-8.9281, -0.0840, 5.7760], [-7.8554, -1.1278, 4.8117], [1.1672, -10.5334, 11.3014], [1.9995, -9.3882, 11.0417], [3.2915, -9.2245, 11.6808], [2.2107, -9.1697, 9.4078], [3.3963, -8.5476, 8.9697], [2.9757, -7.8310, 7.7173], [1.0575, -7.8627, 11.3795], [4.1574, -9.2846, 8.7133], [3.8287, -7.9287, 9.7559], [3.7718, -7.6111, 7.0060], [2.6944, -6.8382, 8.0684], [2.1104, -8.3414, 7.2943], [0.9131, -7.7906, 12.4575], [0.1448, -7.9846, 10.7962], [1.6014, -7.0320, 10.9297], [-8.8631, -3.8177, 3.4724], [-7.7853, -4.7688, 3.0740], [-6.6759, -4.2982, 2.2570], [-7.2241, -5.4004, 4.5290], [-5.9502, -6.0017, 4.5179], [-6.0865, -6.8661, 5.8251], [-8.3572, -6.3091, 2.2879], [-5.1987, -5.2303, 4.6863], [-5.7090, -6.6590, 3.6825], [-6.4089, -6.2947, 6.6956], [-5.1084, -7.2555, 6.1078], [-6.7399, -7.7355, 5.7523], [-7.4663, -6.9367, 2.2635], [-8.6215, -5.9094, 1.3089], [-9.2624, -6.7408, 2.7149], [1.7231, -6.1020, 14.4354], [0.9557, -5.8157, 15.6542], [1.3947, -6.1838, 17.0013], [0.5349, -4.1742, 15.6519], [0.4082, -3.5197, 16.8410], [0.2723, -2.0113, 16.4711], [-0.8261, -6.4163, 15.3063], [1.1644, -3.4802, 17.6251], [-0.5226, -3.8737, 17.2841], [1.1901, -1.6491, 16.0079], [-0.0105, -1.5126, 17.3981], [-0.6024, -1.8414, 15.8432], [-1.0390, -5.8582, 14.3946], [-1.4462, -6.0614, 16.1295], [-0.6998, -7.4988, 15.2892], [-2.2281, -5.7442, 6.2213], [-1.4584, -5.1048, 5.1824], [-0.8463, -5.8694, 4.1377], [-2.3999, -3.9689, 4.3988], [-3.1160, -2.9982, 5.1996], [-4.1811, -2.3369, 4.2963], [-0.2449, -4.0017, 5.9345], [-2.4357, -2.1756, 5.4204], [-3.5412, -3.3945, 6.1217], [-5.0070, -3.0470, 4.2547], [-3.8015, -2.0351, 3.3201], [-4.5974, -1.4378, 4.7507], [-0.7705, -3.6870, 6.8360], [-0.1022, -3.1464, 5.2740], [0.6192, -4.5761, 6.2683], [-3.0376, -10.5027, 10.8147], [-3.1261, -9.0228, 10.9250], [-2.0984, -8.1538, 11.4952], [-3.5357, -8.4328, 9.5128], [-2.9550, -9.0751, 8.3740], [-1.5093, -8.5418, 8.1877], [-4.6701, -8.5405, 11.7775], [-3.6015, -8.6678, 7.5966], [-3.1157, -10.1483, 8.2715], [-0.8962, -9.2156, 7.5892], [-0.9698, -8.5006, 9.1339], [-1.4422, -7.5914, 7.6581], [-4.4784, -8.9555, 12.7670], [-5.5053, -8.9676, 11.2224], [-4.6745, -7.4688, 11.9765], [-1.0224, 0.2121, 11.9988], [-0.4185, 0.7836, 13.2263], [-1.3320, 1.2122, 14.2947], [0.6641, -0.3217, 13.7918], [1.4772, -0.9849, 12.8791], [2.8680, -1.1539, 13.5547], [0.6815, 2.1908, 12.9296], [1.6171, -0.4379, 11.9468], [1.0973, -1.9939, 12.7184], [2.7789, -1.9456, 14.2986], [3.1506, -0.2034, 14.0072], [3.6581, -1.5296, 12.9046], [0.0962, 2.9835, 12.4635], [1.3721, 1.8409, 12.1624], [1.2361, 2.4080, 13.8424], [-10.4629, -3.3016, 11.1162], [-10.1615, -3.7314, 12.4858], [-10.2938, -5.1763, 12.7842], [-8.6584, -3.1737, 12.9014], [-8.1100, -2.0243, 12.2818], [-7.4270, -2.2211, 10.9534], [-11.2186, -2.8456, 13.6285], [-7.3737, -1.6874, 13.0115], [-8.8790, -1.2548, 12.3506], [-7.0408, -3.2221, 10.7611], [-6.6000, -1.5163, 10.8675], [-8.0786, -2.0713, 10.0926], [-11.0333, -1.7725, 13.5820], [-10.9794, -3.2772, 14.6005], [-12.2514, -3.0591, 13.3531]],
  "lowdin_charge": [0.063, -0.415, 0.052, 0.027, 0.069, 0.108, 0.102, 0.062, -0.437, 0.016, 0.090, 0.110, 0.102, 0.078, 0.062, -0.422, 0.061, 0.059, 0.071, 0.070, 0.101, 0.051, -0.444, 0.051, 0.060, 0.061, 0.098, 0.104, 0.056, -0.348, -0.006, 0.095, 0.090, 0.082, 0.084, 0.020, -0.399, 0.073, 0.043, 0.066, 0.074, 0.119, -0.290, 0.652, -0.306, -0.279, -0.270, -0.069, -0.062, 0.114, 0.121, 0.077, 0.072, 0.070, 0.051, 0.028, 0.066, -0.291, 0.652, -0.282, -0.275, -0.256, -0.045, -0.074, 0.105, 0.092, 0.072, 0.061, 0.070, 0.068, 0.051, 0.035, -0.285, 0.680, -0.328, -0.266, -0.297, -0.058, -0.078, 0.087, 0.122, 0.081, 0.063, 0.087, 0.069, 0.067, 0.057, -0.274, 0.657, -0.301, -0.273, -0.302, -0.051, -0.092, 0.120, 0.110, 0.084, 0.049, 0.086, 0.061, 0.018, 0.058, -0.316, 0.698, -0.286, -0.296, -0.248, -0.038, -0.095, 0.104, 0.106, 0.052, 0.058, 0.079, 0.063, 0.068, 0.077, -0.304, 0.720, -0.299, -0.279, -0.332, -0.044, -0.063, 0.123, 0.116, 0.066, 0.083, 0.054, 0.044, 0.054, 0.069, -0.301, 0.638, -0.273, -0.255, -0.260, -0.043, -0.085, 0.099, 0.110, 0.049, 0.090, 0.065, 0.041, 0.086, 0.072, -0.286, 0.654, -0.310, -0.280, -0.225, -0.032, -0.099, 0.104, 0.118, 0.083, 0.049, 0.052, 0.067, 0.069, 0.034, -0.314, 0.673, -0.299, -0.284, -0.299, -0.040, -0.094, 0.096, 0.110, 0.068, 0.079, 0.072, 0.081, 0.052, 0.082, -0.301, 0.674, -0.313, -0.280, -0.268, -0.062, -0.112, 0.112, 0.121, 0.072, 0.064, 0.056, 0.072, 0.072, 0.078]
}

---

{
  "formula": "C20H43FN5",
  "method": "ωB97M-V/def2-TZVPD",
  "orbital_gap_ev": 4.79,
  "e_homo_ev": -9.4,
  "total_charge": 1,
  "elements": ["N", "C", "C", "C", "C", "C", "C", "C", "C", "F", "N", "N", "H", "H", "H", "H", "H", "H", "H", "H", "H", "H", "H", "H", "H", "C", "C", "N", "C", "C", "C", "C", "H", "H", "H", "H", "H", "H", "H", "H", "H", "H", "H", "H", "H", "H", "H", "C", "C", "N", "C", "C", "C", "C", "H", "H", "H", "H", "H", "H", "H", "H", "H", "H", "H", "H", "H", "H", "H"],
  "xyz": [[5.1370, 5.5942, 3.4594], [4.0712, 4.6817, 2.9425], [4.7220, 3.4431, 2.1327], [6.2226, 3.3475, 1.7871], [6.7991, 2.1746, 0.9744], [5.6912, 1.1302, 0.5727], [6.0305, -0.1684, -0.3064], [6.9342, 0.3454, -1.5411], [8.5126, 0.3041, -1.2628], [8.8336, -0.2114, 0.0477], [4.3849, 1.4153, 1.0401], [3.8668, 2.4131, 1.7329], [4.8146, 5.8816, 4.4050], [5.0551, 6.4755, 2.9154], [3.3066, 4.3509, 3.7151], [3.4854, 5.2819, 2.1483], [6.8997, 4.2032, 2.1277], [7.8912, 2.0640, 0.6941], [5.0268, -0.5120, -0.7594], [6.4936, -1.0158, 0.2916], [6.6150, 1.4349, -1.7479], [6.7356, -0.2257, -2.5040], [8.9018, 1.3897, -1.2720], [9.0691, -0.2636, -2.0739], [3.6907, 0.6815, 0.7780], [-0.5035, -2.3284, -1.3180], [-0.1985, -2.0395, 0.1463], [0.3845, -0.7201, 0.3824], [0.9105, -0.5577, 1.7346], [-0.0833, -0.6002, 2.8941], [-0.3718, 0.4180, -0.1340], [-1.8029, 0.6052, 0.3684], [0.3896, -2.2201, -1.9387], [-0.8628, -3.3557, -1.4236], [-1.2839, -1.6721, -1.7111], [0.5180, -2.7997, 0.4779], [-1.1108, -2.1902, 0.7335], [1.4774, 0.3806, 1.7921], [1.6569, -1.3438, 1.9032], [-0.6569, 0.3241, 2.9676], [0.4574, -0.7118, 3.8384], [-0.7782, -1.4386, 2.8181], [-0.4013, 0.3438, -1.2251], [0.1897, 1.3408, 0.0549], [-2.3611, -0.3323, 0.4068], [-2.3433, 1.2767, -0.3057], [-1.8265, 1.0652, 1.3566], [-8.4856, -0.4867, -0.9261], [-7.0805, -0.5092, -1.5144], [-6.1640, -1.4153, -0.8271], [-4.7715, -1.2349, -1.2249], [-4.3984, -1.5560, -2.6719], [-6.6033, -2.8022, -0.7055], [-6.9034, -3.5678, -1.9944], [-8.4670, -0.2326, 0.1365], [-9.0885, 0.2666, -1.4408], [-8.9958, -1.4455, -1.0473], [-6.6857, 0.5102, -1.4340], [-7.1489, -0.7362, -2.5843], [-4.1264, -1.8191, -0.5581], [-4.4985, -0.1911, -1.0308], [-4.3463, -2.6313, -2.8461], [-3.4061, -1.1517, -2.8947], [-5.0947, -1.1184, -3.3902], [-7.5006, -2.8243, -0.0801], [-5.8621, -3.3661, -0.1276], [-7.4692, -2.9732, -2.7149], [-7.5028, -4.4539, -1.7638], [-5.9909, -3.9214, -2.4755]],
  "lowdin_charge": [-0.027, -0.197, -0.124, 0.084, 0.099, -0.067, -0.100, -0.157, -0.157, -0.105, 0.036, 0.105, 0.088, 0.087, 0.132, 0.134, 0.118, 0.113, 0.130, 0.136, 0.123, 0.122, 0.121, 0.129, 0.169, -0.082, -0.265, -0.199, -0.270, -0.081, -0.248, -0.079, 0.078, 0.080, 0.049, 0.118, 0.100, 0.086, 0.105, 0.059, 0.075, 0.074, 0.102, 0.110, 0.057, 0.077, 0.059, -0.091, -0.271, -0.191, -0.260, -0.084, -0.248, -0.086, 0.080, 0.074, 0.065, 0.117, 0.097, 0.103, 0.098, 0.058, 0.059, 0.070, 0.101, 0.114, 0.070, 0.074, 0.054]
}

---

{
  "formula": "C6H13NOS",
  "method": "ωB97M-V/def2-TZVPD",
  "orbital_gap_ev": [5.12, 6.06],
  "e_homo_ev": [-4.3, -9.0],
  "de_lowest_kj_mol": 306.4,
  "multiplicity": 3,
  "elements": ["C", "C", "C", "C", "C", "C", "N", "O", "S", "H", "H", "H", "H", "H", "H", "H", "H", "H", "H", "H", "H", "H"],
  "xyz": [[-0.2557, -2.0294, -0.1572], [0.3946, -1.5116, 1.1179], [-0.6513, -0.6486, -0.6550], [-0.7398, -0.5654, -2.1127], [1.0793, 2.2821, 1.1076], [-0.1308, 1.5060, 0.6164], [0.3873, 0.3450, -0.1755], [1.2527, -0.4593, 0.7206], [-1.2344, 2.6418, -0.3625], [0.4616, -2.5592, -0.7694], [-1.1162, -2.5926, -0.0224], [-0.5017, -1.1982, 1.7422], [0.9611, -2.2555, 1.5932], [-1.6585, -0.5060, -0.1843], [0.0428, 0.1287, -2.4463], [-1.6946, -0.0111, -2.4194], [-0.6955, -1.5927, -2.6263], [1.7152, 2.4472, 0.1785], [0.6535, 3.1918, 1.6055], [1.7751, 1.7194, 1.9173], [-0.9115, 1.2451, 1.3196], [-0.5541, 2.5525, -1.4658]],
  "lowdin_charge": [-0.120, -0.214, -0.410, -0.082, -0.133, -0.695, -0.088, -0.106, 0.782, 0.120, 0.099, 0.138, 0.105, 0.148, 0.077, 0.094, 0.107, 0.093, 0.062, 0.124, 0.064, -0.166]
}

---

Table of total energy (eV), in record order: -59969.8900, -242183.7926, -31594.7442, -20797.5503